Entry 1:
A cluster of 2 separate species, C3H4NO2 in total in a non-equilibrium geometry. Source: the Open Molecules 2025 dataset; level of theory: ωB97M-V/def2-TZVPD.

Each line ends with the natural charge from an NBO analysis.
Positions of all 10 atoms, in Å:
O (3.437053, -1.339573, 1.081941)  -0.280
O (-0.923766, -0.472275, 0.770202)  -0.291
N (1.444030, -0.186002, 0.652211)  -0.581
C (0.201581, 0.109112, 0.709132)  0.735
C (2.494806, -0.796612, 0.840938)  1.007
C (-0.888751, 1.026486, 0.619464)  -0.096
H (-1.114557, 1.296000, -0.473294)  0.255
H (-1.682780, -0.285913, -2.554616)  -0.050
H (-1.646536, -0.885936, -3.040205)  0.050
H (-1.321082, 1.534710, 1.394225)  0.251

Cartesian forces (eV/Å) of the 6 atoms listed first:
2.41 -1.07 0.23
0.44 -1.03 0.06
0.15 0.34 -0.14
0.13 -0.05 0.43
-3.11 0.90 0.01
0.70 -0.37 -4.47

net charge	+1
E_tot	-321.53630	Ha
relative energy (zero: lowest compared OMol25 entry of this formula, charge and spin)	341.5	kJ/mol
molar mass	86.1	g mol⁻¹

---

Entry 2:
The ion C3H4NO2S with charge -1 in a non-equilibrium geometry. Source: the Open Molecules 2025 dataset; level of theory: ωB97M-V/def2-TZVPD.

Each line ends with the natural charge from an NBO analysis.
Positions of all 11 atoms, in Å:
S (2.402909, 0.193556, 0.430532)  1.603
O (2.438266, 1.250772, -0.587178)  -1.038
O (3.451479, -0.852779, 0.317220)  -1.011
N (1.033349, -0.899150, -0.192771)  -0.630
C (-1.413829, -0.185129, -0.126682)  -0.268
C (-0.178330, -1.049361, -0.091675)  0.063
C (-1.596224, 1.089420, 0.149280)  -0.387
H (-0.453782, -2.170800, -0.240598)  0.090
H (-0.659784, 1.675321, 0.419690)  0.209
H (-2.611993, 1.570404, 0.193207)  0.186
H (-2.412063, -0.622250, -0.271029)  0.180

Cartesian forces (eV/Å) of the 6 atoms listed first:
-0.28 -1.02 -0.21
0.40 0.32 -0.26
-0.25 1.11 0.11
2.14 0.50 0.88
-1.23 -0.22 0.75
-2.46 -2.21 -1.45

net charge	-1
E_tot	-720.09501	Ha
relative energy (zero: lowest compared OMol25 entry of this formula, charge and spin)	241.4	kJ/mol
molar mass	118.1	g mol⁻¹

---

Entry 3:
A cluster of 2 separate species, C3H4NO3 in total in a non-equilibrium geometry. Source: the Open Molecules 2025 dataset; level of theory: ωB97M-V/def2-TZVPD.

Each line ends with the natural charge from an NBO analysis.
Positions of all 11 atoms, in Å:
O (-1.646843, 0.769514, -0.590095)  -1.001
O (0.683514, 1.404642, 1.187068)  -0.709
O (1.897666, 1.813446, -0.674369)  -0.737
N (0.439237, -1.211876, -0.156637)  -0.414
C (-0.296330, -1.689016, 0.742442)  -0.090
C (0.314627, 0.028146, -0.627081)  0.190
C (1.108908, 1.243303, 0.088786)  0.755
H (-1.566398, 1.528791, 0.045136)  0.447
H (0.431070, -0.026911, -1.774497)  0.192
H (-0.072533, -2.682424, 0.928482)  0.156
H (-1.292917, -1.177614, 0.830766)  0.209

Cartesian forces (eV/Å) of the 6 atoms listed first:
2.25 -0.33 0.71
-0.49 0.87 3.62
0.31 -0.06 0.31
0.71 0.82 0.67
-2.24 1.25 -1.58
-0.84 1.31 -3.47

net charge	-1
E_tot	-397.14623	Ha
relative energy (zero: lowest compared OMol25 entry of this formula, charge and spin)	413.7	kJ/mol
molar mass	102.1	g mol⁻¹

---

Entry 4:
A cluster of 2 separate species, C3H4NO3 in total in a non-equilibrium geometry. Source: the Open Molecules 2025 dataset; level of theory: ωB97M-V/def2-TZVPD.

Each line ends with the natural charge from an NBO analysis.
Positions of all 11 atoms, in Å:
O (-2.827661, 1.181099, -1.447671)  -0.601
O (-0.674631, -0.086671, -0.965565)  -0.691
O (-2.438407, 0.763025, 0.725328)  -0.632
N (0.593157, -0.484962, -0.502253)  -0.081
C (1.398242, -1.198391, -1.245316)  -0.280
C (-2.380120, 0.775276, -0.443429)  1.062
C (1.021059, 0.086321, 0.882915)  -0.467
H (2.194190, -1.644147, -0.690714)  0.088
H (1.010147, -0.692382, 1.656549)  0.184
H (1.978332, 0.527139, 0.940537)  0.186
H (0.125695, 0.773698, 1.089619)  0.232

Cartesian forces (eV/Å) of the 6 atoms listed first:
0.36 -0.67 -1.29
1.68 -0.09 -0.15
0.29 -0.76 1.64
1.14 -0.23 0.48
-2.72 0.39 -0.64
-0.10 1.35 0.28

net charge	-1
E_tot	-397.09611	Ha
relative energy (zero: lowest compared OMol25 entry of this formula, charge and spin)	545.3	kJ/mol
molar mass	102.1	g mol⁻¹

---

Entry 5:
A cluster of 2 separate species, C3H4NO3 in total in a non-equilibrium geometry. Source: the Open Molecules 2025 dataset; level of theory: ωB97M-V/def2-TZVPD.

Each line ends with the natural charge from an NBO analysis.
Positions of all 11 atoms, in Å:
O (-0.123822, 2.078894, -0.616335)  -0.489
O (-4.337103, 0.512728, -0.548664)  -0.523
O (-3.565358, -1.264488, 0.717098)  -0.539
N (0.550303, 1.636339, 0.536141)  -0.457
C (-0.332348, -0.404556, -0.548704)  -0.734
C (-3.939820, -0.330067, 0.133899)  1.032
C (-0.724282, 0.976554, 0.064170)  -0.122
H (-1.153424, -0.964777, -0.200019)  0.198
H (0.494014, 2.362545, 1.314023)  0.281
H (0.750510, -0.804331, -0.486321)  0.173
H (-0.545515, -0.373646, -1.619951)  0.180

Cartesian forces (eV/Å) of the 6 atoms listed first:
-0.16 0.89 -1.58
-0.39 0.44 0.10
-0.30 0.33 0.24
1.08 -0.21 1.72
1.02 1.25 -0.98
0.79 -0.65 -0.34

net charge	-1
E_tot	-397.07573	Ha
relative energy (zero: lowest compared OMol25 entry of this formula, charge and spin)	598.8	kJ/mol
molar mass	102.1	g mol⁻¹

---

Entry 6:
A cluster of 2 separate species, C3H4NO4S3 in total in a non-equilibrium geometry. Source: the Open Molecules 2025 dataset; level of theory: ωB97M-V/def2-TZVPD.

Each line ends with the natural charge from an NBO analysis.
Positions of all 15 atoms, in Å:
S (-0.817786, -1.894274, 0.065976)  -0.384
S (-1.692759, 1.492941, -0.169100)  1.757
S (3.616076, 1.435376, -0.364283)  -0.209
O (1.650644, 0.848960, 1.278954)  -0.356
O (-1.450576, 2.130411, 1.324959)  -0.938
O (-2.483019, 2.431047, -0.918347)  -0.935
O (-2.949534, 0.475394, 0.264895)  -0.908
N (0.453085, 0.047365, 1.430074)  -0.311
C (2.308583, 0.562272, 0.186494)  0.277
C (1.651509, -0.610726, -0.472788)  -0.584
C (0.368331, -0.719771, 0.342890)  0.046
H (-1.041696, 1.608151, 2.009560)  0.523
H (1.463963, -0.508244, -1.636279)  0.265
H (2.162281, -1.497139, -0.368697)  0.261
H (-2.721722, -0.184149, 0.889815)  0.494

Cartesian forces (eV/Å) of the 6 atoms listed first:
0.06 0.17 0.03
-1.43 -1.38 1.18
-0.64 -0.51 0.47
0.36 0.44 0.08
-1.01 1.68 -0.96
0.47 0.88 0.01

net charge	-1
E_tot	-1667.00631	Ha
relative energy (zero: lowest compared OMol25 entry of this formula, charge and spin)	4.1	kJ/mol
molar mass	214.3	g mol⁻¹

---

Entry 7:
The molecule C3H4NP in a non-equilibrium geometry. Source: the Open Molecules 2025 dataset; level of theory: ωB97M-V/def2-TZVPD.

Each line ends with the natural charge from an NBO analysis.
Positions of all 9 atoms, in Å:
P (1.890796, -0.012637, 0.377235)  0.698
N (0.671937, 1.214298, 0.042090)  -0.690
C (-1.614440, 0.257670, 0.149558)  -0.663
C (-0.468060, 0.813453, 0.245816)  0.428
C (1.194731, -1.518204, -0.149138)  -0.441
H (0.057548, -1.298506, -0.128281)  0.150
H (-2.152706, 0.195644, -0.786383)  0.259
H (2.620081, 0.183708, -0.779468)  0.016
H (-2.199887, 0.164570, 1.028569)  0.244

Cartesian forces (eV/Å) of the 6 atoms listed first:
-0.57 -0.82 -0.37
-0.83 0.33 1.37
-2.20 -0.12 0.30
2.41 1.46 -1.64
-0.61 0.40 0.19
1.35 -0.82 0.00

net charge	0
SMILES string	C#[PH]N=C=C
E_tot	-512.61521	Ha
relative energy (zero: lowest compared OMol25 entry of this formula, charge and spin)	421.9	kJ/mol
molar mass	85.0	g mol⁻¹

---

Entry 8:
The ion C3H4NS with charge +1 in a non-equilibrium geometry. Source: the Open Molecules 2025 dataset; level of theory: ωB97M-V/def2-TZVPD.

Each line ends with the natural charge from an NBO analysis.
Positions of all 9 atoms, in Å:
S (-1.721826, 0.162371, -0.055538)  0.732
N (0.748867, -1.685548, -0.024291)  -0.070
C (0.965079, -0.480181, -0.004334)  -0.046
C (0.033844, 0.666969, 0.046975)  -0.572
C (-1.745764, -1.375251, 0.080343)  -0.224
H (-2.523950, -2.169843, 0.284913)  0.298
H (0.112465, 1.577136, -0.476428)  0.291
H (1.944609, 0.076792, -0.044332)  0.306
H (0.118318, 0.815165, 1.087614)  0.284

Cartesian forces (eV/Å) of the 6 atoms listed first:
-0.71 0.91 -0.18
-1.03 -0.13 0.30
0.97 1.06 -1.57
-1.72 -1.55 0.68
0.81 -2.02 0.50
1.03 1.03 -0.52

net charge	+1
E_tot	-569.17884	Ha
relative energy (zero: lowest compared OMol25 entry of this formula, charge and spin)	442.9	kJ/mol
molar mass	86.1	g mol⁻¹

---

- Number 4 is which compound?
  C3H4NO3